25
Properties=species:S:1:pos:R:3:forces:R:3 method="wB97M-V/def2-TZVPD" smiles="CC1=[NH+]S(=O)(=O)N(C(C)C)C(=O)N1" multiplicity=1 lumo_ev=-4.71 total_charge=+1 homo_ev=-14.405 orbital_gap_ev=9.70 de_lowest_kcal_mol=7.8 molar_mass_g_mol=206.2 total_energy_ha=-1023.6763 fmax_ev_per_a=5.776
C -2.273 0.751 -0.046 -2.2 0.6 0.9
C 0.073 0.766 0.651 0.1 2.0 0.6
C -3.498 1.575 -0.127 0.0 0.7 -0.5
C 1.847 -1.565 1.262 0.9 -1.5 3.2
C 2.559 0.158 -0.588 2.5 -0.7 0.2
C 1.636 -0.917 -0.083 -1.4 -0.5 0.8
N -1.258 1.266 0.540 1.6 -0.9 0.3
N 0.285 -0.293 -0.095 -1.8 -5.1 -2.0
N -2.378 -0.476 -0.428 -0.6 -2.1 -2.4
O 0.900 1.449 1.195 -0.6 -0.3 0.3
O -1.051 -2.666 -1.107 0.2 1.1 0.4
O -1.329 -1.899 1.308 0.3 -0.5 -1.5
S -1.112 -1.673 -0.096 0.5 3.0 2.3
H -4.291 1.110 -0.690 0.0 0.0 -0.8
H -3.185 2.559 -0.487 -0.6 -0.1 -0.2
H -3.993 1.693 0.817 0.3 0.1 1.0
H 1.105 -1.176 2.069 1.7 -0.4 -1.2
H 1.714 -2.754 1.344 0.2 2.6 -0.7
H 2.942 -1.381 1.546 -1.7 -0.2 0.1
H 2.900 0.998 0.125 -0.7 -1.7 -1.1
H 2.089 0.544 -1.469 -0.1 0.6 -0.5
H 3.427 -0.458 -0.960 -0.3 1.1 0.4
H 1.587 -1.814 -0.700 0.0 0.7 -1.1
H -1.375 2.114 0.992 -0.2 2.1 0.9
H -3.241 -0.604 -1.021 1.5 -0.8 0.8